# 1
The following is a DFT calculation (ωB97M-V with the def2-TZVPD basis set) of C32H68F24N9O23S8 as an isolated structure in a non-equilibrium geometry.

- spin multiplicity = 2
- E (Eh) = -9064.4936
- expectation value of S² = 0.760
- orbital gap (alpha / beta) (eV) = 7.95 / 2.63
- net charge = +2

Geometry (Å):
C  -6.888  -9.692  10.603
C  -5.803  -10.540  11.383
C  -4.699  -11.031  10.341
O  -3.846  -9.999  9.843
C  -2.574  -10.496  9.478
N  -5.264  -9.588  12.385
H  -4.845  -8.732  12.054
H  -6.036  -9.361  12.996
H  -4.514  -9.907  12.982
H  -7.697  -9.214  11.155
H  -7.481  -10.415  10.042
H  -6.567  -9.035  9.795
H  -6.182  -11.379  11.966
H  -5.191  -11.422  9.450
H  -4.189  -11.888  10.779
H  -2.860  -11.261  8.756
H  -2.092  -11.039  10.291
H  -1.906  -9.729  9.088
C  -7.103  -10.433  18.181
C  -5.826  -9.674  17.710
C  -4.580  -9.767  18.596
O  -4.269  -11.187  18.796
C  -3.189  -11.492  19.646
N  -5.541  -10.137  16.261
H  -6.301  -10.177  15.596
H  -4.808  -9.662  15.755
H  -5.250  -11.104  16.291
H  -6.928  -11.491  18.375
H  -7.935  -10.214  17.512
H  -7.601  -10.057  19.075
H  -6.074  -8.617  17.801
H  -4.790  -9.150  19.470
H  -3.754  -9.173  18.205
H  -3.337  -10.883  20.538
H  -2.173  -11.436  19.256
H  -3.292  -12.533  19.952
C  1.366  -11.236  9.760
C  1.343  -11.787  8.406
C  0.676  -10.949  7.284
O  0.745  -11.773  6.157
C  -0.014  -11.398  5.095
N  2.749  -12.186  7.965
H  2.710  -12.540  7.019
H  3.292  -11.335  7.974
H  3.233  -12.913  8.472
H  1.822  -11.928  10.467
H  0.374  -11.207  10.211
H  1.839  -10.261  9.884
H  0.916  -12.780  8.545
H  1.353  -10.120  7.081
H  -0.305  -10.680  7.677
H  -1.032  -11.183  5.420
H  0.023  -12.113  4.273
H  0.397  -10.433  4.798
C  -9.575  -3.858  4.478
O  -8.243  -4.310  4.251
C  -7.226  -3.269  4.118
C  -5.802  -3.817  4.386
N  -5.519  -4.120  5.970
H  -5.532  -3.248  6.478
H  -6.251  -4.761  6.242
C  -4.209  -4.826  6.217
C  -4.466  -5.923  7.211
O  -5.511  -6.681  6.627
C  -5.749  -7.843  7.443
H  -9.794  -4.583  5.261
H  -10.345  -4.285  3.835
H  -9.799  -2.803  4.638
H  -7.430  -2.356  4.678
H  -7.149  -2.866  3.108
H  -4.957  -3.229  4.027
H  -5.584  -4.700  3.785
H  -3.534  -4.075  6.627
H  -3.898  -5.280  5.277
H  -4.723  -5.375  8.117
H  -3.610  -6.598  7.232
H  -5.023  -8.603  7.153
H  -6.769  -8.126  7.181
H  -5.791  -7.618  8.508
C  -12.751  -11.276  15.006
O  -12.192  -11.826  13.780
C  -12.925  -12.910  13.195
C  -11.930  -13.385  12.083
N  -11.935  -12.219  11.049
H  -12.792  -12.108  10.527
H  -11.824  -11.452  11.697
C  -10.706  -12.319  10.083
C  -10.377  -10.982  9.431
O  -11.203  -10.703  8.331
C  -10.793  -9.482  7.716
H  -12.016  -10.625  15.479
H  -13.029  -11.945  15.820
H  -13.511  -10.579  14.652
H  -13.820  -12.605  12.653
H  -13.239  -13.718  13.856
H  -12.239  -14.255  11.503
H  -10.874  -13.491  12.330
H  -11.113  -12.956  9.298
H  -9.817  -12.790  10.500
H  -9.320  -11.150  9.225
H  -10.560  -10.144  10.105
H  -11.225  -9.368  6.721
H  -9.705  -9.492  7.662
H  -11.227  -8.664  8.291
C  -4.784  -15.413  9.492
F  -4.250  -14.242  9.603
F  -4.204  -16.063  8.521
F  -4.632  -16.131  10.503
S  -6.633  -15.176  8.865
O  -7.457  -16.322  9.297
O  -7.072  -13.879  9.354
N  -6.386  -15.238  7.213
S  -7.754  -14.575  6.765
O  -8.131  -15.271  5.506
O  -8.944  -14.397  7.636
C  -7.099  -12.766  6.225
F  -8.118  -11.948  6.077
F  -6.280  -12.217  7.096
F  -6.383  -12.908  5.114
C  -3.310  -13.043  15.697
F  -2.697  -12.361  16.629
F  -2.857  -14.293  15.686
F  -4.622  -12.978  15.762
S  -2.605  -12.226  14.032
O  -1.183  -12.504  13.976
O  -3.170  -12.872  12.828
N  -3.070  -10.521  14.261
S  -1.708  -9.801  14.640
O  -1.246  -10.052  16.028
O  -0.623  -9.920  13.612
C  -2.222  -7.932  14.336
F  -1.308  -7.149  14.897
F  -2.372  -7.725  13.009
F  -3.441  -7.783  14.937
C  -8.222  -6.983  15.624
F  -8.960  -7.669  16.505
F  -8.880  -5.776  15.500
F  -7.055  -6.903  16.119
S  -8.170  -7.795  13.859
O  -9.499  -7.530  13.303
O  -7.110  -7.122  13.095
N  -7.610  -9.412  14.243
S  -8.949  -10.116  14.078
O  -9.911  -9.717  15.059
O  -9.475  -10.224  12.740
C  -8.346  -11.989  14.684
F  -8.620  -12.191  15.948
F  -9.017  -12.805  13.990
F  -7.080  -12.147  14.388
C  -3.774  -4.919  10.890
F  -5.017  -4.589  10.513
F  -3.816  -4.958  12.246
F  -3.540  -6.144  10.507
S  -2.417  -3.700  10.405
O  -2.696  -3.220  9.036
O  -2.464  -2.579  11.391
N  -0.955  -4.671  10.562
S  -0.569  -5.097  9.131
O  -1.687  -5.434  8.295
O  0.444  -4.255  8.479
C  0.220  -6.886  9.627
F  -0.842  -7.553  10.042
F  0.632  -7.534  8.557
F  1.186  -6.697  10.578


# 2
The following is a DFT calculation (ωB97M-V with the def2-TZVPD basis set) of C6H5IN2O2 in the gas phase in a non-equilibrium geometry.

- E (Eh) = -789.1559
- SMILES = [O-]/[N+](=N\c1ccccc1)OI
- orbital gap (eV) = 7.65
- net charge = 0

Geometry (Å):
O  -0.508  1.515  2.415
N  0.269  0.592  2.410
N  0.575  -0.254  1.570
C  0.068  -0.299  0.283
C  0.959  -0.823  -0.659
C  0.618  -0.840  -1.994
C  -0.630  -0.387  -2.394
C  -1.536  0.080  -1.454
C  -1.192  0.145  -0.116
O  1.032  0.381  3.586
I  2.417  1.750  3.987
H  1.913  -1.183  -0.314
H  1.322  -1.205  -2.726
H  -0.901  -0.403  -3.439
H  -2.515  0.409  -1.768
H  -1.891  0.520  0.613